Computed, not measured: 8 unconnected molecules or ions with the total composition C48H92BrF5N10O9PS at a distorted geometry, with the ωB97M-V functional and the def2-TZVPD basis.

XYZ file:
```
167
Properties=species:S:1:pos:R:3:forces:R:3
Br -1.370 0.148 2.220 0.29 -0.17 -0.17
S -5.034 -2.895 0.048 0.03 0.11 -0.41
P -0.887 -2.851 0.888 0.22 1.60 -1.79
F -1.521 -6.878 5.851 -0.05 -0.62 0.16
F 1.009 -4.940 0.891 -0.36 0.39 -0.40
F -2.990 -8.420 5.240 0.48 -0.05 0.30
F -3.519 -6.326 5.259 0.17 -0.29 0.22
F 0.698 -4.135 2.856 -0.50 0.39 0.03
O -4.554 -0.541 -1.120 0.46 1.75 1.23
O 7.189 5.861 -5.459 -0.01 -0.02 -0.10
O 5.298 1.928 -0.407 0.31 -0.02 -0.17
O 8.067 7.010 0.338 0.00 0.07 -0.08
O -1.729 3.985 2.099 -0.09 -0.43 -0.21
O -13.525 0.373 2.347 -0.10 -0.09 0.07
O 2.303 -1.596 -5.049 0.06 0.03 -0.23
O 1.642 5.213 -1.836 0.12 0.22 -0.35
O -6.858 -1.804 2.407 -0.07 -0.04 0.24
N 3.486 -3.219 -6.115 0.13 -0.13 0.06
N -13.323 -0.031 4.577 0.12 0.04 0.10
N -4.809 -0.866 -3.212 -0.18 0.69 -2.02
N 8.475 7.363 -4.360 0.13 0.07 -0.10
N -9.064 -2.119 1.968 -0.13 0.17 -0.04
N 6.540 0.357 0.671 0.07 0.07 0.18
N -5.022 -2.060 -2.594 -0.03 -0.49 0.83
N -0.570 -3.046 -4.411 0.02 -0.09 -0.08
N 8.374 4.793 0.716 0.16 0.04 0.03
N 3.334 4.822 -3.300 0.17 0.14 0.10
C 2.818 5.278 -2.146 0.00 -0.08 0.02
C 9.284 3.710 1.025 -0.30 0.05 -0.07
C 7.196 -0.064 -0.554 -0.20 0.16 -0.03
C -12.531 0.103 5.784 -0.26 -0.13 -0.08
C -0.302 4.439 0.158 0.26 -0.88 0.07
C 0.902 -2.310 0.292 0.29 0.73 -0.41
C -2.661 -3.373 1.456 -0.89 -0.36 0.43
C -10.343 -1.542 1.608 0.16 -0.34 0.11
C 8.091 6.677 -5.453 0.04 -0.04 0.04
C 5.625 1.349 0.608 -0.31 -0.15 0.09
C 7.755 7.123 -3.119 -0.03 -0.03 -0.14
C -2.085 -7.003 3.547 0.09 -0.49 0.83
C 6.960 4.496 0.525 0.13 0.21 0.08
C -1.310 -6.480 0.976 0.28 0.18 -1.03
C 8.791 6.068 0.597 -0.01 -0.09 0.01
C 6.881 -0.297 1.917 0.07 -0.05 -0.28
C -1.598 3.845 0.687 -0.52 1.00 -0.46
C 2.222 1.429 0.176 -0.39 0.10 0.11
C 9.564 8.317 -4.380 -0.21 -0.11 0.19
C -1.114 -3.683 -0.837 -0.53 -0.65 -1.26
C -3.743 -2.293 1.234 -0.32 -0.28 -0.01
C -7.949 -1.369 2.108 0.09 0.09 -0.03
C 4.750 4.916 -3.604 -0.32 -0.16 -0.18
C 1.943 0.031 0.761 -0.05 0.25 -0.72
C -12.908 0.455 3.390 0.13 0.11 -0.10
C 0.960 3.634 0.583 -1.06 0.57 -0.35
C -0.619 -1.708 2.476 -0.79 -0.30 1.39
C -0.019 -4.415 1.690 0.77 -1.63 0.40
C -14.604 -0.711 4.643 0.07 0.09 -0.23
C 0.954 2.264 -0.108 -0.07 0.24 0.47
C 2.442 4.212 -4.270 -0.12 0.04 0.24
C 0.006 -2.883 -3.060 -0.57 0.56 -0.31
C -4.526 0.039 -2.357 -0.41 -1.96 0.47
C 2.899 -2.896 -7.403 -0.08 0.14 0.22
C -2.987 3.491 2.530 -0.10 -0.20 0.08
C -2.113 -7.552 1.264 -0.67 -0.87 -0.62
C -2.495 -7.198 4.989 -0.89 1.20 -1.02
C 4.452 -4.294 -6.028 -0.19 0.15 -0.23
C -1.143 -2.670 -2.030 0.64 -0.53 -0.30
C -0.508 -1.446 5.026 -0.58 -0.68 -0.32
C -2.525 -7.835 2.545 -0.32 -0.26 0.41
C -0.876 -5.637 1.975 0.00 0.48 0.20
C 3.107 -2.502 -5.032 0.01 0.04 0.22
C -4.861 -1.823 -1.320 0.22 -0.13 -0.47
C 1.056 -0.831 -0.162 0.61 0.24 0.04
C -8.968 -3.552 2.185 0.24 0.12 0.00
C -1.276 -5.932 3.256 0.46 0.80 0.87
C -1.265 -2.105 3.826 0.64 0.62 0.77
H 5.150 3.913 -3.759 0.17 0.07 -0.02
H 6.781 3.432 0.650 0.13 0.21 -0.08
H -12.292 -0.887 6.179 0.08 0.06 0.10
H 10.339 8.005 -3.677 0.07 0.12 -0.03
H 0.658 -3.735 -2.814 -0.06 0.20 0.31
H -0.940 -5.295 4.068 -0.02 -0.08 -0.10
H 3.575 5.725 -1.478 0.03 -0.02 -0.02
H 2.831 1.983 0.907 0.01 -0.03 -0.21
H 8.978 3.229 1.957 0.10 -0.09 -0.01
H 9.265 2.973 0.219 0.08 -0.08 0.07
H 8.161 7.732 -2.316 0.04 -0.01 -0.03
H -0.228 5.502 0.410 0.00 -0.16 0.11
H -8.246 -3.981 1.488 -0.01 -0.08 0.06
H 1.221 -2.898 -0.576 -0.23 -0.23 0.28
H 2.909 -0.494 0.829 -0.14 0.04 0.36
H 5.310 -4.070 -6.666 0.06 -0.13 0.04
H 1.672 -2.494 1.056 -0.26 -0.06 0.02
H -2.476 -8.197 0.468 0.17 0.14 -0.04
H 9.996 8.381 -5.378 -0.04 -0.04 -0.02
H 1.815 -3.010 -7.353 0.00 0.05 -0.11
H 8.681 6.916 -6.355 0.01 0.03 0.02
H -3.535 3.023 1.701 0.06 0.08 0.11
H 0.109 -0.322 -0.371 -0.02 -0.21 0.29
H 0.059 1.736 0.236 0.21 -0.13 -0.05
H -15.396 -0.033 4.324 -0.06 -0.09 0.01
H -0.623 -2.098 5.902 -0.06 0.37 0.07
H 6.449 -0.411 -1.269 0.08 0.00 -0.07
H -1.242 -3.807 -4.426 0.05 0.02 0.11
H -0.958 -0.468 5.204 0.39 0.00 0.21
H -2.289 -1.723 3.878 0.03 -0.34 -0.19
H -11.603 0.632 5.574 -0.02 -0.01 -0.05
H -8.621 -3.746 3.201 0.01 -0.10 -0.03
H 5.182 1.592 1.589 0.01 -0.05 0.01
H 2.812 1.364 -0.744 0.04 -0.13 0.18
H 6.660 -1.364 1.845 0.02 -0.01 0.14
H 3.123 -1.859 -7.658 -0.08 -0.01 -0.08
H 3.005 3.894 -5.144 0.07 0.02 0.05
H 0.152 -3.277 -5.086 0.00 0.13 0.04
H -2.426 4.422 0.228 0.11 -0.15 0.02
H 5.284 5.389 -2.782 -0.07 -0.02 0.04
H -0.344 -4.413 -1.129 0.05 0.10 0.49
H 0.804 2.443 -1.181 0.17 -0.12 0.11
H 10.300 4.086 1.138 -0.02 0.05 -0.01
H -14.598 -1.571 3.972 -0.11 -0.01 0.03
H 4.796 -4.412 -5.002 -0.05 0.04 0.01
H -1.316 -3.178 4.029 0.21 0.06 -0.50
H 0.566 -1.364 4.833 -0.15 0.12 -0.04
H 1.817 4.222 0.251 0.11 -0.18 0.36
H -11.066 -1.749 2.401 -0.15 0.08 -0.12
H 7.726 0.782 -0.996 0.01 -0.06 -0.10
H 0.908 3.559 1.677 0.43 -0.22 -0.12
H -1.486 -1.673 0.284 0.14 -0.09 -0.04
H -3.613 4.299 2.934 0.18 -0.05 -0.04
H 7.833 6.068 -2.851 -0.07 0.03 0.09
H -11.924 0.952 3.448 0.00 -0.01 0.06
H 3.300 -3.555 -8.171 0.04 -0.03 0.06
H -10.694 -1.984 0.674 -0.15 0.11 0.01
H 7.946 -0.165 2.123 -0.02 -0.07 0.11
H -2.065 -2.795 -2.613 -0.01 0.07 0.29
H 1.596 -0.805 -1.125 -0.21 -0.13 0.06
H -2.761 -3.712 2.496 0.28 0.31 -0.04
H -9.940 -4.016 2.036 -0.02 0.08 -0.02
H -3.408 -1.338 0.830 0.20 -0.15 0.17
H -2.858 2.714 3.294 0.09 0.20 -0.04
H -4.320 1.077 -2.542 0.14 -0.02 0.40
H -1.043 -6.304 -0.061 0.09 0.11 0.16
H -1.752 2.808 0.353 0.24 0.00 0.32
H 3.994 -5.229 -6.358 0.13 -0.07 0.04
H -0.359 4.371 -0.934 -0.07 0.19 0.12
H 6.701 7.365 -3.264 -0.01 -0.04 0.13
H 6.306 0.126 2.738 -0.04 0.02 -0.05
H 0.433 -1.502 2.676 -0.07 -0.08 -0.27
H 1.946 3.350 -3.821 -0.05 -0.01 -0.09
H 0.587 -1.957 -3.099 0.29 -0.35 0.00
H 6.368 5.055 1.250 -0.07 -0.01 -0.04
H -13.096 0.662 6.534 0.11 -0.01 0.08
H -2.053 -4.246 -0.972 0.08 0.10 0.58
H 6.653 4.800 -0.476 -0.10 -0.10 0.02
H -1.117 -1.620 -1.727 -0.09 -0.17 0.25
H -3.038 -4.250 0.917 0.55 0.04 -0.11
H -8.122 -0.295 1.919 -0.05 -0.01 -0.03
H -3.184 -8.667 2.765 0.11 0.04 -0.08
H -14.797 -1.044 5.660 0.07 0.03 0.01
H 1.510 0.171 1.759 0.07 -0.24 -0.06
H -4.307 -2.120 2.154 0.04 0.21 -0.20
H 9.194 9.303 -4.090 0.13 0.05 -0.01
H 7.899 -0.866 -0.343 -0.03 0.01 0.07
H -10.257 -0.465 1.480 0.05 -0.01 0.00
H 1.678 4.931 -4.569 -0.04 -0.08 -0.05
H 3.607 -2.824 -4.101 0.01 -0.04 -0.02
H 9.877 6.187 0.756 0.01 -0.03 0.02
H 4.898 5.506 -4.508 0.17 -0.04 0.01
```
Forces are in eV/Å.

HOMO energy (eV): -4.34
Total charge: -1
Molar mass (g/mol): 1191.3
LUMO (eV): 1.651
Multiplicity: 1